Computed, not measured: a 11-piece molecular cluster, C42H79Br20FN2O overall, with ωB97M-V with the def2-TZVPD basis set.

As for the total charge: 0. The calculation puts the calculated total energy at -53412.374971 Eh.

Each line ends with the Mulliken charge.
CARTESIAN COORDINATES (ANGSTROEM)
C  0.124  -0.640  3.885  -0.71
C  1.618  -0.497  3.302  -0.44
C  1.961  -1.404  2.033  -0.29
F  3.421  -1.319  1.854  -0.33
C  1.146  -1.092  0.686  2.25
C  -0.301  -1.835  0.834  -0.97
N  -1.405  -2.298  1.053  -0.42
C  0.798  0.448  0.415  0.99
C  2.006  1.497  0.598  -0.79
C  1.425  2.753  1.474  -0.52
C  0.334  3.632  0.631  -0.49
C  -1.140  3.364  1.215  0.24
C  -2.318  4.214  0.533  -0.28
C  -2.590  3.909  -1.024  0.04
C  -2.147  2.462  -1.553  -0.42
C  -2.924  1.194  -0.937  0.37
C  -4.470  1.414  -0.549  -0.24
C  -4.640  1.017  1.017  -0.06
C  -5.414  -0.410  1.225  -0.41
O  -4.884  -1.456  0.339  -0.10
C  -5.923  -2.441  0.061  -0.21
C  1.883  -1.878  -0.520  0.17
C  0.801  -2.834  -1.281  0.00
N  -0.080  -3.361  -1.935  -0.53
C  2.553  -0.966  -1.658  -0.63
C  1.507  -0.494  -2.831  -0.99
H  -0.365  -1.672  3.670  0.22
H  -0.535  0.117  3.292  -0.02
H  0.043  -0.329  4.984  0.35
H  1.839  0.623  3.186  0.03
H  2.328  -0.857  4.154  0.40
H  1.724  -2.502  2.323  0.50
H  -0.001  0.737  1.210  -0.70
H  0.306  0.668  -0.599  -0.66
H  2.345  1.945  -0.412  0.44
H  2.927  1.077  1.161  0.17
H  0.829  2.352  2.391  0.32
H  2.273  3.403  1.916  0.12
H  0.449  3.482  -0.498  0.28
H  0.575  4.747  0.865  0.31
H  -1.105  3.694  2.331  0.40
H  -1.470  2.267  1.227  -0.46
H  -2.020  5.337  0.605  0.31
H  -3.325  4.147  1.108  -0.20
H  -1.964  4.686  -1.625  0.37
H  -3.690  4.179  -1.244  -0.44
H  -2.353  2.452  -2.700  0.47
H  -1.015  2.244  -1.455  -0.18
H  -2.280  0.748  -0.076  -0.76
H  -2.908  0.368  -1.759  0.46
H  -5.096  0.625  -1.131  0.32
H  -4.913  2.431  -0.825  -0.01
H  -5.259  1.800  1.617  0.09
H  -3.647  0.908  1.581  0.02
H  -6.529  -0.270  0.980  0.16
H  -5.270  -0.821  2.303  0.20
H  -6.749  -2.447  0.863  -0.13
H  -5.465  -3.505  0.036  -0.01
H  -6.430  -2.289  -0.963  0.27
H  2.705  -2.619  -0.164  0.39
H  3.299  -1.662  -2.221  0.46
H  3.201  -0.098  -1.269  0.28
H  1.893  0.417  -3.414  0.31
H  0.431  -0.391  -2.460  0.16
H  1.494  -1.370  -3.597  0.37
Br  -4.305  7.469  -0.805  -0.12
C  -5.883  6.374  -1.140  -0.51
C  -6.763  6.293  0.083  -0.65
Br  -6.024  5.067  1.407  -0.10
H  -5.527  5.401  -1.481  0.27
H  -6.406  6.872  -1.958  0.39
H  -7.740  5.880  -0.173  0.38
H  -6.899  7.253  0.581  0.38
Br  -6.344  10.558  -2.288  -0.12
C  -4.692  10.096  -3.214  -0.61
C  -4.381  11.089  -4.307  -0.60
Br  -5.502  10.790  -5.874  -0.14
H  -4.806  9.075  -3.578  0.37
H  -3.919  10.118  -2.444  0.33
H  -3.357  10.962  -4.662  0.37
H  -4.529  12.126  -4.004  0.39
Br  8.744  -0.790  1.718  -0.13
C  7.884  -1.313  3.388  -0.59
C  6.447  -0.855  3.430  -0.36
Br  6.323  1.054  3.806  -0.12
H  8.491  -0.908  4.198  0.39
H  7.941  -2.403  3.407  0.38
H  5.913  -1.341  4.249  0.36
H  5.910  -1.031  2.498  0.11
Br  4.388  4.524  7.645  -0.13
C  6.030  4.039  6.712  -0.36
C  6.352  5.029  5.620  -0.62
Br  5.221  4.751  4.057  -0.14
H  5.899  3.020  6.346  0.16
H  6.805  4.048  7.480  0.34
H  7.373  4.887  5.261  0.33
H  6.222  6.068  5.926  0.41
Br  -4.217  -7.901  -2.376  -0.13
C  -2.676  -6.915  -3.054  -0.12
C  -2.803  -5.438  -2.771  -0.28
Br  -4.059  -4.590  -3.998  -0.13
H  -2.593  -7.146  -4.116  -0.04
H  -1.816  -7.334  -2.527  0.41
H  -1.853  -4.931  -2.941  0.24
H  -3.150  -5.221  -1.760  0.15
Br  -2.658  -8.017  -6.756  -0.16
C  -3.467  -9.627  -6.012  -0.43
C  -4.792  -9.926  -6.667  -0.62
Br  -6.194  -8.749  -5.997  -0.12
H  -3.542  -9.477  -4.934  0.20
H  -2.749  -10.425  -6.214  0.37
H  -5.125  -10.935  -6.418  0.34
H  -4.773  -9.813  -7.751  0.38
Br  -9.234  -1.978  1.131  -0.04
C  -10.630  -0.640  1.376  -0.56
C  -10.190  0.700  0.847  -0.64
Br  -8.943  1.563  2.070  -0.12
H  -10.877  -0.627  2.439  0.35
H  -11.488  -1.014  0.814  0.34
H  -11.037  1.384  0.773  0.38
H  -9.694  0.639  -0.122  0.37
Br  11.575  -0.050  -0.702  -0.14
C  12.389  0.403  1.010  -0.48
C  13.660  -0.378  1.235  -0.34
Br  13.278  -2.220  1.748  -0.14
H  11.633  0.229  1.777  0.28
H  12.600  1.472  0.950  0.34
H  14.225  0.038  2.071  0.36
H  14.303  -0.421  0.354  0.10
Br  15.705  -4.282  -3.119  -0.14
C  14.352  -2.902  -2.865  -0.40
C  14.821  -1.571  -3.399  -0.57
Br  16.098  -0.733  -2.188  -0.16
H  14.114  -2.880  -1.800  0.22
H  13.480  -3.253  -3.420  0.34
H  13.989  -0.868  -3.464  0.30
H  15.307  -1.643  -4.373  0.41
Br  -3.425  -5.436  1.468  -0.08
C  -4.235  -7.046  2.210  -0.59
C  -5.559  -7.346  1.551  -0.41
Br  -6.963  -6.168  2.216  -0.13
H  -4.313  -6.896  3.288  0.39
H  -3.517  -7.843  2.011  0.32
H  -5.893  -8.355  1.800  0.37
H  -5.536  -7.233  0.467  0.11

=====

Computed, not measured: a 9-piece molecular cluster, C42H79Br2F3N2O19P overall, with ωB97M-V with the def2-TZVPD basis set.

As for the total charge: +1. The calculation puts the calculated total energy at -8975.726785 Eh.

Each line ends with the Mulliken charge.
CARTESIAN COORDINATES (ANGSTROEM)
C  8.948  -0.708  -1.628  -1.74
C  7.683  -0.686  -2.470  -0.31
C  6.821  -1.991  -2.503  0.31
Br  7.341  -3.166  -1.055  -0.06
C  5.337  -1.707  -2.523  -0.08
C  4.713  -0.623  -3.055  0.08
C  5.156  0.620  -3.792  0.62
F  6.113  0.375  -4.671  -0.23
F  5.516  1.612  -2.985  -0.22
F  4.077  1.059  -4.493  -0.28
N  3.377  -0.758  -2.887  0.24
C  3.126  -1.907  -2.281  -0.13
P  1.391  -2.316  -1.925  0.68
O  0.994  -1.826  -0.621  -0.35
O  1.141  -3.835  -2.166  -0.48
O  0.608  -1.521  -3.045  -0.51
N  4.284  -2.517  -2.065  0.31
C  4.350  -3.869  -1.442  -2.35
C  4.505  -3.861  0.087  0.40
C  5.252  -5.118  0.529  -1.48
Br  2.741  -3.942  0.930  -0.07
H  9.486  0.207  -1.858  0.46
H  9.619  -1.516  -1.879  0.42
H  8.751  -0.669  -0.569  0.43
H  7.091  0.134  -2.102  0.26
H  7.980  -0.478  -3.486  0.31
H  7.040  -2.490  -3.436  0.42
H  2.646  -0.117  -3.167  0.34
H  0.621  -4.153  -1.410  0.37
H  0.027  -0.882  -2.568  0.30
H  5.147  -4.437  -1.891  0.62
H  3.424  -4.380  -1.670  0.85
H  5.000  -2.968  0.435  0.61
H  4.565  -5.947  0.473  0.38
H  5.598  -5.012  1.543  0.34
H  6.077  -5.344  -0.134  0.48
O  -0.935  0.266  -1.284  -0.67
C  -2.072  -0.128  -1.118  0.91
O  -3.016  0.769  -0.886  -0.37
C  -4.421  0.456  -0.826  -0.76
C  -4.827  -0.010  0.553  -0.59
C  -2.411  -1.600  -1.073  -0.35
H  -4.691  -0.255  -1.607  0.39
H  -4.927  1.389  -1.064  0.33
H  -4.323  -0.941  0.827  0.21
H  -5.901  -0.173  0.601  0.42
H  -4.562  0.736  1.297  0.21
H  -2.243  -1.963  -0.060  0.12
H  -1.749  -2.134  -1.750  -0.39
H  -3.430  -1.825  -1.375  0.46
O  0.096  6.587  0.385  -0.64
C  0.433  5.466  0.109  0.84
O  -0.323  4.437  0.518  -0.40
C  -0.125  3.091  0.064  -0.12
C  0.916  2.364  0.890  -0.54
C  1.722  5.192  -0.631  -0.97
H  0.102  3.070  -1.001  0.33
H  -1.088  2.600  0.184  0.05
H  1.899  2.833  0.806  0.28
H  0.999  1.326  0.567  0.24
H  0.642  2.381  1.944  0.03
H  2.536  5.142  0.092  0.28
H  1.906  6.019  -1.313  0.35
H  1.707  4.281  -1.224  0.30
O  2.628  -0.412  4.353  -0.59
C  2.074  0.584  4.726  0.76
O  2.552  1.784  4.344  -0.36
C  1.862  3.015  4.579  -0.30
C  2.166  3.582  5.950  -1.22
C  0.897  0.527  5.675  -0.42
H  0.790  2.897  4.409  0.33
H  2.225  3.697  3.811  0.39
H  1.825  2.919  6.745  0.29
H  1.682  4.550  6.078  0.37
H  3.241  3.710  6.073  0.33
H  1.272  0.484  6.696  0.28
H  0.339  -0.382  5.466  -0.17
H  0.207  1.363  5.580  0.31
O  -0.619  6.856  -4.026  -0.59
C  -1.203  7.725  -3.434  0.71
O  -2.302  8.264  -3.994  -0.38
C  -3.174  9.157  -3.299  -0.35
C  -2.699  10.593  -3.388  -0.93
C  -0.694  8.265  -2.119  -0.28
H  -3.317  8.834  -2.267  0.34
H  -4.138  9.058  -3.795  0.31
H  -1.729  10.726  -2.910  0.27
H  -3.414  11.262  -2.907  0.35
H  -2.591  10.889  -4.431  0.30
H  0.037  9.048  -2.317  0.26
H  -0.213  7.454  -1.586  -0.34
H  -1.472  8.651  -1.466  0.28
O  -6.740  1.528  2.479  -0.51
C  -6.836  2.716  2.331  0.89
O  -6.158  3.295  1.323  -0.38
C  -6.339  4.662  0.934  -0.40
C  -5.473  5.599  1.749  -1.01
C  -7.631  3.577  3.284  -1.22
H  -7.393  4.936  0.968  0.37
H  -6.039  4.701  -0.112  0.33
H  -5.738  5.576  2.806  0.28
H  -5.579  6.623  1.391  0.38
H  -4.425  5.309  1.670  0.30
H  -6.995  3.845  4.127  0.29
H  -8.471  2.993  3.649  0.33
H  -8.034  4.482  2.835  0.36
O  3.840  -7.622  2.458  -0.56
C  2.661  -7.831  2.575  0.77
O  1.821  -6.792  2.675  -0.31
C  0.394  -6.919  2.609  -0.29
C  -0.229  -7.230  3.947  -0.97
C  2.117  -9.236  2.686  -1.11
H  0.108  -7.635  1.838  0.32
H  0.041  -5.943  2.279  0.26
H  0.095  -8.194  4.344  0.35
H  -1.313  -7.236  3.859  0.33
H  0.055  -6.471  4.675  0.25
H  2.167  -9.547  3.729  0.28
H  2.748  -9.893  2.093  0.32
H  1.098  -9.347  2.325  0.39
O  -1.660  -6.230  -6.660  -0.55
C  -1.313  -5.085  -6.639  0.69
O  -1.625  -4.328  -5.565  -0.39
C  -1.093  -3.023  -5.342  0.40
C  -1.902  -1.953  -6.046  -1.16
C  -0.599  -4.448  -7.810  -0.89
H  -0.035  -2.983  -5.606  0.28
H  -1.150  -2.872  -4.267  -0.19
H  -1.879  -2.078  -7.129  0.34
H  -1.516  -0.961  -5.807  0.35
H  -2.946  -2.007  -5.738  0.33
H  -1.342  -4.095  -8.523  0.26
H  0.012  -5.209  -8.288  0.31
H  0.059  -3.625  -7.538  0.30
O  -2.038  -4.714  3.515  -0.52
C  -2.477  -3.690  3.964  0.72
O  -3.366  -2.992  3.237  -0.40
C  -4.092  -1.867  3.745  -0.58
C  -3.310  -0.578  3.600  -0.20
C  -1.994  -3.134  5.283  -0.79
H  -4.412  -2.045  4.772  0.45
H  -4.996  -1.817  3.141  0.30
H  -2.389  -0.599  4.184  0.10
H  -3.909  0.270  3.930  0.34
H  -3.031  -0.421  2.558  -0.13
H  -1.093  -2.547  5.106  -0.03
H  -1.748  -3.969  5.934  0.38
H  -2.728  -2.523  5.803  0.37

=====

Computed, not measured: a 5-piece molecular cluster, C42H82BrIN5O2 overall, with ωB97M-V with the def2-TZVPD basis set.

As for the total charge: +1. The calculation puts the calculated total energy at -4945.225262 Eh.

Each line ends with the Mulliken charge.
CARTESIAN COORDINATES (ANGSTROEM)
C  2.087  -5.953  4.136  -1.18
C  2.059  -6.949  2.949  -0.45
C  1.461  -6.171  1.750  -0.13
Br  0.390  -7.306  0.573  -0.04
N  2.509  -5.456  1.035  0.42
C  3.451  -6.001  0.273  0.50
C  3.727  -7.403  -0.128  0.17
C  4.165  -7.614  -1.404  -0.70
C  4.492  -8.853  -1.886  -0.57
C  4.315  -9.897  -1.007  -0.47
C  3.838  -9.598  0.246  -0.32
N  3.555  -8.408  0.724  -0.12
N  4.277  -5.075  -0.215  -0.57
C  3.807  -3.914  0.270  0.93
N  4.412  -2.752  0.005  -0.71
I  6.049  -2.827  -1.242  0.23
C  4.058  -1.420  0.488  -1.02
C  3.089  -0.663  -0.460  -0.92
C  2.004  0.196  0.237  -0.54
C  2.481  0.969  1.484  -0.81
C  2.073  0.372  2.837  -0.71
O  0.736  -0.154  2.796  -0.01
C  0.314  -0.581  4.036  0.24
C  -0.079  -2.025  4.229  -0.43
O  0.218  0.192  4.966  -0.57
N  2.705  -4.087  1.018  0.35
C  1.804  -3.196  1.715  0.08
H  2.651  -6.348  4.978  0.48
H  2.658  -5.084  3.789  0.22
H  1.087  -5.626  4.423  0.24
H  3.097  -7.187  2.762  0.34
H  1.464  -7.823  3.198  0.54
H  0.737  -5.502  2.203  -0.34
H  4.292  -6.757  -2.054  0.42
H  4.864  -9.003  -2.887  0.46
H  4.543  -10.908  -1.307  0.40
H  3.676  -10.437  0.918  0.41
H  4.982  -0.846  0.499  0.53
H  3.724  -1.425  1.525  0.54
H  2.666  -1.348  -1.197  0.37
H  3.699  0.034  -1.040  0.46
H  1.122  -0.422  0.413  0.36
H  1.704  0.944  -0.497  0.48
H  2.062  1.973  1.458  0.46
H  3.569  1.060  1.477  0.34
H  2.074  1.189  3.561  0.51
H  2.775  -0.383  3.216  0.39
H  -0.551  -2.477  3.354  -0.12
H  -0.773  -2.122  5.059  0.53
H  0.791  -2.634  4.489  0.28
H  0.777  -3.558  1.703  0.27
H  2.088  -3.152  2.768  0.25
H  1.780  -2.192  1.311  -0.48
C  -5.541  -3.285  2.537  -1.08
C  -5.051  -4.224  3.633  -0.67
C  -3.564  -4.045  3.930  -0.97
C  -2.637  -4.351  2.754  1.28
C  -2.751  -5.760  2.174  -0.51
C  -2.381  -6.850  3.174  -1.17
H  -5.039  -3.480  1.588  0.27
H  -6.612  -3.408  2.374  0.43
H  -5.359  -2.245  2.816  0.20
H  -5.270  -5.260  3.360  0.25
H  -5.615  -4.027  4.548  0.43
H  -3.292  -4.672  4.785  0.43
H  -3.390  -3.012  4.250  0.33
H  -1.599  -4.191  3.079  -0.86
H  -2.816  -3.624  1.955  0.03
H  -2.080  -5.832  1.314  0.27
H  -3.758  -5.938  1.790  0.48
H  -1.358  -6.712  3.539  0.08
H  -2.440  -7.832  2.702  0.38
H  -3.054  -6.858  4.032  0.40
C  -6.318  3.304  0.039  -1.01
C  -5.862  2.350  1.139  -0.47
C  -4.379  2.491  1.479  -0.73
C  -3.418  2.172  0.332  0.19
C  -3.560  0.772  -0.262  -0.83
C  -3.265  -0.339  0.739  -0.58
H  -5.803  3.109  -0.903  0.27
H  -7.388  3.194  -0.142  0.41
H  -6.129  4.340  0.326  0.15
H  -6.094  1.320  0.851  0.21
H  -6.444  2.552  2.041  0.40
H  -4.151  1.850  2.335  0.32
H  -4.188  3.516  1.814  0.36
H  -2.392  2.302  0.693  0.32
H  -3.548  2.908  -0.467  -0.27
H  -2.863  0.681  -1.101  0.39
H  -4.560  0.634  -0.681  0.34
H  -2.251  -0.242  1.139  0.02
H  -3.345  -1.316  0.257  0.40
H  -3.966  -0.328  1.575  0.13
C  -3.953  6.666  -0.253  -1.23
C  -3.250  6.046  -1.457  -0.28
C  -1.727  6.150  -1.390  -0.48
C  -1.173  7.575  -1.379  -0.74
C  -1.579  8.437  -2.574  -0.49
C  -1.079  7.889  -3.907  -0.99
H  -3.762  7.737  -0.180  0.40
H  -5.032  6.529  -0.336  0.32
H  -3.623  6.193  0.675  0.21
H  -3.624  6.504  -2.376  0.32
H  -3.521  4.987  -1.511  0.17
H  -1.299  5.600  -2.234  0.28
H  -1.377  5.636  -0.488  0.38
H  -0.080  7.521  -1.337  0.31
H  -1.482  8.081  -0.460  0.33
H  -1.168  9.439  -2.431  0.41
H  -2.665  8.554  -2.610  0.26
H  0.011  7.803  -3.905  0.09
H  -1.362  8.556  -4.723  0.43
H  -1.501  6.906  -4.124  0.27
C  4.467  5.836  -7.658  -1.22
C  3.175  6.221  -6.944  -0.36
C  3.387  7.204  -5.793  -0.39
C  4.259  6.684  -4.649  -0.76
C  3.763  5.398  -3.992  -0.51
C  2.395  5.548  -3.333  -0.98
H  5.161  5.323  -6.990  0.28
H  4.257  5.164  -8.491  0.38
H  4.968  6.720  -8.058  0.30
H  2.671  5.319  -6.586  0.25
H  2.499  6.681  -7.670  0.37
H  2.410  7.502  -5.401  0.04
H  3.842  8.118  -6.187  0.38
H  4.333  7.467  -3.887  0.36
H  5.279  6.524  -5.011  0.34
H  4.488  5.098  -3.229  0.36
H  3.732  4.583  -4.721  0.28
H  2.413  6.330  -2.571  0.31
H  2.101  4.614  -2.849  0.38
H  1.622  5.796  -4.062  0.18